Here is a 13-piece molecular cluster, C39H104O13 overall from OMol25. Energies are from ωB97M-V/def2-TZVPD.

Geometry as XYZ:
```
156
C39H104O13 (ωB97M-V/def2-TZVPD)
H 0.619 -3.092 -7.665
C 2.917 -6.990 -1.651
C -1.151 -5.349 3.540
H -7.418 5.624 3.172
C -2.409 2.040 -5.147
H -3.772 -7.372 2.595
H -5.233 -2.628 6.150
O 1.715 -7.493 -1.140
H -0.411 5.805 -0.338
H 3.175 -1.439 -7.750
C 3.579 -1.818 6.338
H 2.469 -5.095 -0.554
H -1.951 -7.818 4.014
H -6.144 -0.364 6.310
H 0.974 -7.227 -1.688
H 2.521 8.172 -0.725
C -4.622 1.308 -6.248
H 4.035 4.777 -3.209
H 4.057 3.174 -5.254
C -2.009 -4.567 -4.063
C -5.068 -0.523 6.244
H 0.296 1.349 -0.491
H -1.020 0.332 -0.894
O -4.567 -0.631 7.496
H 3.012 -2.581 8.180
H -3.744 -5.561 2.670
H -1.574 6.847 -1.072
H 4.017 -7.126 -3.494
H -5.279 0.467 -6.470
H -3.019 -7.347 -5.716
H -0.986 -4.438 -4.416
H 8.082 0.754 -0.879
C -4.786 -1.850 5.531
C -0.828 0.481 1.828
H -4.872 3.796 1.245
H 6.358 2.617 -5.017
C 6.817 -0.549 0.293
H -2.729 -3.861 -4.478
C 0.495 7.649 -1.046
H -4.694 0.764 4.551
H -2.013 -7.653 -3.957
H 7.716 0.359 2.062
H 1.716 -2.834 6.941
H -2.452 7.628 7.114
H -5.325 -1.838 4.584
H -1.415 1.742 -4.811
H 6.406 2.988 -3.228
C 5.914 3.164 -4.185
H 4.874 -0.348 0.122
H -2.344 2.813 -5.913
H -7.374 3.952 2.790
C 3.067 -7.491 -3.105
O 1.740 -1.087 -6.396
H -1.491 -4.367 3.210
C 3.621 3.776 -3.336
H -5.218 2.005 -5.659
H -3.636 6.505 6.402
H -5.395 4.388 -0.353
O 1.381 -0.211 1.233
H 3.151 -8.575 -3.184
H -3.638 -6.421 4.122
H 0.787 7.255 -2.020
C 2.901 -5.459 -1.486
O 3.372 -2.133 4.986
H -1.601 0.305 -6.420
C 5.109 -1.893 6.557
H 2.350 -5.061 -2.338
H -4.679 1.602 6.073
C -5.733 4.062 0.631
H 2.016 6.673 0.182
H 1.523 -0.597 2.101
H 5.341 -1.554 7.566
O -1.234 8.364 4.944
H -3.733 -2.132 5.508
O 5.643 -0.230 -0.441
H 2.598 3.706 -3.704
C -1.854 -6.431 2.798
H -0.530 1.530 1.805
H 4.463 1.250 -3.120
H -0.074 9.419 -0.361
H -3.568 -5.937 -3.621
H -2.068 5.273 5.121
C -2.651 -5.900 -4.210
H -4.493 1.780 -7.222
H 8.107 -0.929 -1.464
C -0.007 0.302 -0.491
H 3.711 3.391 -2.320
H 1.830 -3.234 -8.951
C 1.372 -2.550 -8.237
H -0.579 6.078 5.679
C 4.435 2.922 -4.263
H -0.063 -5.351 3.479
H 3.173 -0.825 6.530
C 6.804 0.389 1.467
O -5.674 6.300 1.233
C -3.296 0.869 -5.631
H -0.742 8.341 5.769
H 5.603 -1.209 5.867
C -6.772 4.859 2.740
H 2.219 -3.693 -5.787
H -0.330 -1.350 0.777
C -2.186 7.336 4.934
H -1.694 -6.529 1.725
O 4.187 1.530 -3.996
C -0.672 6.856 -0.461
H 3.768 -2.984 4.783
H -5.596 6.599 0.324
C -1.354 6.069 4.913
H -2.179 -5.990 -6.351
H -0.782 0.097 2.847
O -1.330 -7.627 3.308
H -1.005 7.248 0.501
C -2.948 -6.263 -5.628
H 3.180 -3.809 6.843
H 8.908 -0.416 0.077
H 3.615 -2.674 -5.497
H 2.287 -7.134 -3.779
H 3.935 -5.116 -1.512
C 2.983 -3.092 -6.280
H -0.778 5.981 3.991
H 2.364 -0.705 -5.775
H -4.901 -1.435 7.899
H -6.324 3.165 0.448
C -3.059 7.414 6.234
O -2.538 0.194 -6.596
H -1.918 -4.278 -3.016
H -1.326 -5.371 4.616
C 8.048 -0.294 -0.581
H -1.836 0.466 1.414
H -3.838 -5.754 -5.999
H -2.802 7.404 4.037
H 1.571 8.221 0.759
H 0.783 -1.711 -8.609
H 3.635 -7.349 -0.915
H 6.796 -1.579 0.650
H -3.274 0.607 5.707
C -3.345 -6.491 3.075
C -6.454 5.163 1.313
C 0.027 -0.324 0.860
H -3.680 8.294 6.067
O 0.100 8.986 -1.200
H -5.929 4.749 3.422
C 2.427 -2.023 -7.214
C 1.733 7.667 -0.165
H 5.597 -2.863 6.460
H 6.735 1.410 1.092
H -3.489 0.180 -4.808
H 6.199 4.178 -4.463
O -1.755 -6.785 -3.635
C -4.354 0.685 5.583
H -2.802 2.543 -4.264
C 2.786 -2.839 7.145
H 3.557 -3.822 -6.851
H -7.388 5.393 0.800
H 5.940 0.128 2.078
H 0.565 -0.239 -1.244
```

The calculation puts the gap between HOMO and LUMO at 9.948 eV. The value obtained for the largest force on an atom is 3.2 eV/A. Its net charge is 0. The calculation puts the relative energy (zero: lowest compared OMol25 entry of this formula, charge and spin) at 473.50 kJ/mol. The value obtained for the electronic energy is -68743.2675 eV.

***

Here is a 13-piece molecular cluster, C39H104O39S13 overall from OMol25. Energies are from ωB97M-V/def2-TZVPD.

Geometry as XYZ:
```
195
C39H104O39S13 (ωB97M-V/def2-TZVPD)
H 3.405 -2.225 -3.956
H -5.434 -2.758 2.795
H 4.997 -4.604 1.202
O -0.266 -6.475 2.420
H -3.879 4.429 -4.441
H -5.450 3.597 2.043
O -5.174 -0.699 -2.245
C 1.372 -7.255 0.513
H -6.209 3.217 6.162
C 1.813 0.023 8.242
O 2.560 5.175 -3.552
S 0.091 -7.821 1.642
H 4.993 2.223 2.691
H -5.515 3.421 7.770
O -1.007 2.741 6.480
O 5.106 1.449 0.235
H 2.306 -7.306 1.068
H -2.222 -0.331 7.566
H 2.440 3.351 -7.922
H -4.717 -2.110 1.312
S -1.015 -0.716 2.093
H -7.631 1.260 1.200
H -8.684 0.345 0.164
H -6.975 1.243 -1.531
S 1.406 4.376 -3.828
H 0.073 -2.505 -5.057
H 8.525 -4.445 -0.470
H -6.129 1.543 -3.081
H 4.209 -5.641 -7.656
H -9.126 0.557 1.828
H 6.594 2.687 2.079
H -6.759 -0.933 -3.645
O -2.449 2.295 8.457
O -4.849 -2.413 -3.979
H 1.789 0.202 0.214
H -0.269 -4.113 3.316
H -3.142 0.633 6.331
S 6.456 -4.518 -1.569
H 5.964 -0.486 -2.634
C -5.418 3.617 3.127
H 0.832 0.916 6.574
H 5.101 6.262 3.371
H 7.662 -5.967 -0.168
C -8.268 0.376 1.175
O -1.968 -1.049 1.087
S -2.251 2.820 -0.834
H 4.489 -5.946 -5.928
H -6.079 4.844 6.905
H -6.816 -1.091 0.793
H 1.486 2.103 7.549
H 1.344 -7.980 -0.292
H 0.591 -0.371 -1.818
H -1.510 0.078 5.942
O -0.580 0.324 -4.210
H -1.487 0.479 -6.960
H -5.415 2.609 3.534
O 1.924 1.741 4.468
H 6.784 0.956 -1.902
C 5.975 1.849 2.407
H -2.827 3.466 -5.459
C 4.640 5.352 2.964
C 0.699 -4.580 3.512
S 3.089 -4.118 -6.368
H -3.617 4.479 7.062
O 0.509 0.697 -6.362
C 3.194 -2.958 -3.179
H -1.678 2.542 -3.509
C 3.214 -3.762 0.381
C -5.596 3.874 6.782
H -7.874 1.117 -2.977
O 6.574 -3.134 -1.887
C 3.275 -4.350 -3.776
O 0.684 -8.755 2.541
H 3.975 -2.776 -2.436
H -3.736 3.062 6.181
H 2.452 -0.380 7.456
S -5.344 -0.437 2.882
O 0.101 4.911 -3.635
H 2.800 -3.385 -0.550
O -2.244 3.767 0.225
C -7.543 -0.889 1.587
O -2.903 3.179 3.768
C 7.564 -4.886 -0.221
H -3.402 2.108 -3.504
H 2.351 2.202 -3.483
H 1.586 -6.570 3.356
O -5.036 -0.113 4.231
O -2.853 3.568 -2.107
H 4.096 3.231 -7.346
H -1.172 1.604 1.702
C -0.708 1.245 -6.910
H -3.376 1.030 0.263
H 2.697 -4.656 0.720
H 1.827 2.944 -1.954
O 6.616 -5.530 -2.550
H -6.153 4.272 3.584
O 4.102 -0.714 -0.451
H 0.992 -1.861 -1.046
O 3.009 3.732 3.622
O 1.932 3.860 5.817
H 0.468 3.605 2.675
H 3.095 -2.902 1.043
H 6.535 1.473 3.264
S 1.863 3.162 4.569
O 3.865 1.320 -1.832
H 7.153 -4.503 0.707
H 1.346 -4.095 2.774
O -1.032 2.146 -1.156
H -3.781 1.181 -1.495
C -2.827 -1.192 -2.921
S 0.415 -0.231 -5.074
H 3.626 5.286 4.866
O -6.926 -0.713 2.860
H -3.725 -2.113 2.815
O 1.510 3.955 -5.362
H -1.258 -1.655 -5.968
O -0.301 1.220 8.297
S -4.381 -2.019 -2.690
O 0.460 -0.705 1.548
H -2.263 1.018 2.976
C 4.707 -4.049 0.305
H -2.184 -1.913 -3.417
O -5.127 0.491 1.809
H 1.031 -4.183 4.473
C 0.395 -0.956 -0.916
O -0.914 -1.448 3.321
S 4.635 0.513 -0.953
C 2.642 3.158 -5.784
H 1.146 -0.769 8.576
O -4.138 4.875 5.068
H 4.469 5.425 1.896
H -0.643 -1.276 -0.870
O 4.168 -3.197 -6.238
O -4.315 -2.946 -1.615
C 0.746 -0.108 0.270
H 4.329 -4.565 -3.954
C -3.607 1.702 -0.559
C 3.416 5.117 3.816
C -4.184 4.051 6.232
H 3.457 3.301 -5.069
H -2.140 4.721 -4.428
H 2.452 0.414 9.031
H 5.258 -0.057 1.670
H 2.252 -2.718 -2.688
H -0.446 3.263 4.186
C 0.978 1.142 7.638
H 5.242 -3.098 0.376
C -6.546 -0.544 -2.651
H -1.059 2.031 -6.240
C -2.901 3.946 -4.482
H 0.223 -6.371 4.470
C -4.725 -2.038 2.396
O -3.510 5.390 2.802
C -2.688 2.931 -3.383
H -2.410 -0.949 -1.946
H 0.623 2.335 -2.948
H 6.785 0.438 0.987
C 3.734 -5.751 -6.684
H -0.016 2.838 -8.135
S -3.819 4.267 3.613
O 2.032 -3.839 -7.279
H 2.609 5.715 3.390
H 1.132 -6.219 0.301
H -4.445 2.334 -0.280
C -6.876 0.935 -2.574
C 1.599 2.819 -3.011
O -1.070 -8.116 0.879
O 5.020 -4.731 -0.917
H 2.880 -6.417 -6.655
H -0.661 1.207 3.462
C 6.165 0.081 -1.729
C 5.812 0.816 1.322
H 0.347 4.844 3.896
C 3.113 3.664 -7.127
C -1.245 0.967 2.579
S -1.514 1.855 7.482
H -3.014 -0.292 -3.494
H 0.296 -1.989 -6.728
H -8.224 -1.739 1.577
H -7.176 -1.088 -1.941
H 0.351 1.246 -8.835
H 0.295 0.887 0.253
O 1.766 -0.423 -4.689
O 2.414 -4.324 -4.946
H 6.666 -0.601 -1.044
H 3.377 4.720 -7.079
C 0.411 3.768 3.750
H 5.472 4.669 3.157
C -0.188 -1.739 -5.788
H -1.293 1.860 -8.873
H 2.860 -5.108 -3.116
C -2.168 0.375 6.745
H 2.364 2.107 -5.786
C 0.619 -6.087 3.495
C -0.382 1.821 -8.274
```

The calculation puts the gap between HOMO and LUMO at 10.570 eV. The value obtained for the largest force on an atom is 2.5 eV/A. Its net charge is 0. The calculation puts the relative energy (zero: lowest compared OMol25 entry of this formula, charge and spin) at 39.12 kJ/mol. The value obtained for the electronic energy is -262835.2337 eV.